Molecular formula: C44H47BClN6O5OsS
Method: DFT, the ωB97M-V functional and the def2-TZVPD basis

Computed properties:
net charge	+1
multiplicity	1
E_tot	-3383.398501	Ha
energy relative to the best compared isomer or geometry (same formula, charge and spin)	182.2	kJ/mol

Geometry as XYZ:
```
106
Properties=species:S:1:pos:R:3:forces:R:3
Os 0.2523 0.1891 -0.1215 -2.4 0.6 1.2
C -3.1736 -3.8538 1.1779 0.0 0.1 -0.1
C -1.8107 -3.3118 0.8979 0.0 -0.1 0.0
C -0.6009 -3.9658 0.9476 0.0 -0.1 0.0
C 0.3864 -3.0192 0.6468 0.1 0.0 0.0
N -0.2294 -1.8347 0.4238 0.4 0.3 -0.3
N -1.5657 -2.0380 0.5692 0.1 -0.2 0.1
B -2.5812 -0.9157 0.3522 0.0 0.0 -0.2
N -2.2794 0.2006 1.3406 0.0 0.1 0.3
N -1.0551 0.7951 1.4129 0.3 -0.3 -0.3
C -1.1477 1.8019 2.3164 0.2 0.0 0.1
C -2.4541 1.8131 2.8096 0.0 0.1 0.1
C -3.1313 0.7918 2.1831 0.0 0.1 0.1
C -4.5388 0.3436 2.3982 0.1 0.1 -0.1
C -0.0706 2.6931 2.8331 0.0 -0.1 -0.1
C 1.2091 2.8031 2.2887 0.0 0.1 0.0
C 2.1710 3.6078 2.8809 0.0 0.0 0.1
C 1.8729 4.3455 4.0154 0.0 0.0 0.0
C 0.5999 4.2622 4.5591 0.0 0.0 0.0
C -0.3533 3.4432 3.9798 0.0 0.0 0.0
N -2.4110 -0.3770 -1.0735 -0.3 -0.1 0.0
N -1.2392 0.1876 -1.4184 0.3 -0.2 -0.9
C -1.3528 0.6423 -2.7118 0.1 -0.3 0.3
C -2.6281 0.3324 -3.1395 -0.2 0.0 -0.1
C -3.2692 -0.3069 -2.0791 -0.1 0.0 -0.2
C -4.6462 -0.8716 -2.0286 0.0 0.1 0.1
C -0.2932 1.2670 -3.5365 -0.1 0.2 0.0
C 0.9671 1.6604 -3.0808 0.1 0.1 0.0
C 1.9384 2.1123 -3.9595 0.0 -0.2 -0.1
C 1.6670 2.2231 -5.3155 0.0 -0.1 0.0
C 0.4018 1.8932 -5.7791 0.0 -0.1 0.0
C -0.5559 1.4093 -4.9027 0.0 0.1 0.0
C 1.8434 -3.3332 0.6613 -0.1 0.2 -0.1
C 2.8477 -2.4894 0.1847 0.0 -0.1 0.0
C 4.1854 -2.8499 0.2754 0.0 0.0 0.1
C 4.5519 -4.0671 0.8280 0.0 0.0 0.0
C 3.5651 -4.9200 1.2988 0.0 0.0 0.0
C 2.2318 -4.5566 1.2172 0.0 0.0 0.0
H -3.0936 -4.8955 1.4797 0.0 0.0 0.0
H -3.6541 -3.2994 1.9843 0.0 0.0 0.0
H -3.8174 -3.7934 0.3001 0.0 0.0 0.0
H -0.4659 -5.0118 1.1581 0.0 0.1 0.0
H -3.6936 -1.3162 0.4781 0.0 0.0 0.1
H -2.8751 2.4925 3.5287 0.0 -0.1 0.0
H -4.9863 0.9339 3.1944 0.0 0.0 0.0
H -5.1349 0.4697 1.4939 0.0 0.0 0.0
H -4.5754 -0.7071 2.6851 0.0 0.0 0.0
H 1.4609 2.2787 1.3880 0.1 0.1 0.0
H 3.1645 3.6537 2.4519 0.0 0.0 -0.1
H 2.6200 4.9882 4.4629 0.0 0.0 0.0
H 0.3513 4.8281 5.4473 0.0 0.0 0.0
H -1.3289 3.3814 4.4397 0.0 0.0 0.0
H -3.0763 0.5583 -4.0902 0.0 0.0 0.0
H -5.1259 -0.7655 -2.9984 0.0 0.0 0.0
H -4.6205 -1.9276 -1.7590 0.0 0.0 0.0
H -5.2544 -0.3527 -1.2864 0.0 0.0 0.0
H 1.2206 1.6362 -2.0357 -0.1 0.0 0.0
H 2.9143 2.3895 -3.5791 -0.1 0.0 0.0
H 2.4303 2.5721 -6.0000 0.0 0.0 0.0
H 0.1612 1.9948 -6.8298 0.0 0.0 0.0
H -1.5224 1.1310 -5.2971 0.0 0.0 0.0
H 2.5887 -1.5500 -0.2624 0.1 0.0 0.0
H 4.9480 -2.1654 -0.0769 0.0 0.0 0.0
H 5.5950 -4.3490 0.8900 0.0 0.0 0.0
H 3.8348 -5.8688 1.7432 0.0 0.0 0.0
H 1.4865 -5.2374 1.6027 0.1 0.0 0.0
O 1.1501 -1.0518 -1.7895 0.3 0.3 0.2
S 1.4587 -1.2256 -3.2840 0.1 -0.1 0.3
C 3.2748 -1.1721 -3.4275 0.1 -0.1 0.0
C 3.7797 -2.6118 -3.4597 -0.1 0.0 -0.1
C 2.7021 -3.4096 -4.1901 0.1 0.1 0.1
C 1.3956 -3.0267 -3.5067 0.0 -0.1 0.0
H 3.6358 -0.5858 -2.5829 -0.1 0.1 0.0
H 3.4933 -0.6371 -4.3529 0.0 0.0 0.0
H 3.8907 -2.9902 -2.4423 0.0 0.0 0.0
H 4.7440 -2.6824 -3.9611 0.0 0.0 0.0
H 2.8806 -4.4823 -4.1327 -0.1 0.0 0.0
H 2.6733 -3.1227 -5.2441 0.0 -0.1 0.0
H 1.3183 -3.4393 -2.4982 0.0 0.0 0.0
H 0.5037 -3.2766 -4.0780 0.0 0.0 0.0
C 1.9536 -0.2368 2.3022 -0.3 -0.1 0.1
O 1.7589 0.1918 0.9578 0.7 0.0 0.0
H 2.9653 0.0152 2.6105 0.1 0.1 -0.1
H 1.8150 -1.3150 2.3799 0.0 0.0 -0.1
H 1.2409 0.2502 2.9678 0.0 0.0 0.0
C 1.3766 6.2078 0.3732 0.1 -0.1 -0.1
C 1.6043 5.6687 -1.0164 0.1 0.1 0.1
C 2.8921 5.6851 -1.5483 0.0 0.0 0.1
C 3.1247 5.3862 -2.8775 0.0 0.1 0.0
Cl 4.7531 5.4036 -3.5000 -0.1 0.0 0.0
C 2.0687 5.1223 -3.7284 -0.1 0.2 -0.1
C 0.7922 5.0484 -3.2010 0.0 -0.1 -0.1
C 0.5635 5.2566 -1.8489 0.0 -0.1 0.0
O -0.7469 5.1557 -1.4579 -0.2 0.2 0.2
C -1.1330 4.4594 -0.2777 0.5 -0.3 -0.1
C -1.1655 2.9398 -0.4800 0.0 0.3 0.0
O -2.2452 2.4119 -0.6770 0.2 -0.1 0.1
O 0.0185 2.3638 -0.3722 0.3 -1.0 -0.5
H 2.1664 6.9164 0.6208 0.0 0.0 0.0
H 1.3907 5.4246 1.1300 0.0 0.0 0.1
H 0.4220 6.7296 0.4348 0.0 0.0 0.0
H 3.7206 5.9801 -0.9152 0.0 0.0 0.0
H 2.2396 4.9735 -4.7857 0.0 0.0 0.0
H -0.0587 4.8117 -3.8288 0.0 0.0 0.0
H -2.1547 4.7663 -0.0805 0.0 0.1 0.1
H -0.4877 4.6533 0.5778 0.0 0.2 0.0
```
Forces are in eV/Å.